Record 1
Here is a 15-piece molecular cluster, C24H84N6O15 overall at a distorted geometry from OMol25. Energies are from ωB97M-V with the def2-TZVPD basis set.

```
129
Properties=species:S:1:pos:R:3
C -3.822 0.421 1.699
C -4.714 1.398 2.439
C -6.040 1.652 1.726
O -5.768 2.319 0.506
C -6.856 2.382 -0.369
N -4.941 0.947 3.828
H -4.400 -0.285 1.102
H -3.130 -0.098 2.365
H -3.123 0.961 1.055
H -4.297 2.407 2.499
H -6.674 2.309 2.334
H -6.540 0.693 1.539
H -7.619 3.097 -0.031
H -7.336 1.427 -0.600
H -6.495 2.822 -1.303
H -5.652 1.546 4.241
H -5.354 0.018 3.855
C -1.725 2.266 -5.461
C -3.140 2.719 -4.996
C -3.306 2.569 -3.503
O -3.215 1.203 -3.153
C -3.539 1.022 -1.795
N -3.435 4.062 -5.500
H -1.456 2.741 -6.404
H -1.516 1.199 -5.456
H -1.046 2.753 -4.747
H -3.840 2.048 -5.502
H -4.282 2.974 -3.216
H -2.538 3.113 -2.938
H -4.572 1.276 -1.551
H -2.884 1.666 -1.191
H -3.311 0.008 -1.473
H -3.429 4.034 -6.514
H -2.642 4.675 -5.311
C 3.209 1.623 2.260
C 4.315 0.679 2.729
C 3.726 -0.730 2.876
O 2.810 -0.756 3.949
C 2.309 -2.081 4.127
N 5.386 0.566 1.735
H 2.815 1.350 1.282
H 3.562 2.659 2.311
H 2.347 1.619 2.937
H 4.748 0.993 3.678
H 4.567 -1.393 3.114
H 3.281 -1.044 1.924
H 2.016 -2.539 3.174
H 1.340 -1.905 4.593
H 2.986 -2.775 4.620
H 5.663 1.492 1.408
H 4.936 0.234 0.876
C -0.132 -0.455 1.881
C -0.280 -0.671 0.381
C 0.259 0.523 -0.393
O -0.484 1.660 0.004
C -0.224 2.815 -0.776
N 0.463 -1.906 0.037
H 0.846 -0.088 2.199
H -0.385 -1.320 2.494
H -0.820 0.320 2.216
H -1.314 -0.883 0.098
H 0.125 0.358 -1.471
H 1.337 0.641 -0.228
H -0.838 3.639 -0.427
H -0.511 2.602 -1.812
H 0.845 3.042 -0.729
H 1.416 -1.764 0.375
H 0.570 -2.012 -0.971
C 1.193 -7.477 2.352
C 2.008 -6.222 2.655
C 2.437 -5.440 1.399
O 3.369 -4.419 1.771
C 4.089 -3.866 0.695
N 1.234 -5.403 3.616
H 1.759 -8.163 1.719
H 0.254 -7.283 1.826
H 0.921 -7.954 3.292
H 2.867 -6.560 3.239
H 1.618 -4.970 0.845
H 3.017 -6.134 0.774
H 4.994 -3.433 1.116
H 3.505 -3.065 0.227
H 4.349 -4.621 -0.053
H 1.586 -4.459 3.495
H 0.277 -5.320 3.271
C 1.919 2.431 -5.136
C 2.549 1.536 -4.090
C 3.208 0.310 -4.725
O 2.220 -0.744 -4.860
C 2.714 -1.772 -5.687
N 3.556 2.287 -3.301
H 1.083 1.931 -5.624
H 2.558 2.890 -5.892
H 1.527 3.322 -4.628
H 1.791 1.173 -3.385
H 4.053 -0.107 -4.173
H 3.526 0.590 -5.731
H 3.538 -2.316 -5.212
H 3.113 -1.436 -6.650
H 1.906 -2.458 -5.932
H 3.019 2.988 -2.795
H 3.923 1.670 -2.579
O -1.560 -1.887 4.755
H -2.493 -2.124 4.708
H -1.532 -0.928 4.530
O -1.833 0.892 4.543
H -1.539 1.598 3.924
H -2.786 1.038 4.653
O 4.127 -0.129 -0.990
H 4.909 -0.687 -1.073
H 3.398 -0.652 -1.395
O -1.889 -3.582 0.630
H -2.309 -3.263 -0.174
H -1.024 -3.125 0.662
O -1.231 2.734 2.527
H -1.173 2.233 1.683
H -0.910 3.637 2.346
O 0.996 6.201 -0.506
H 0.479 5.611 0.065
H 1.103 7.008 0.006
O 2.459 -1.866 -2.293
H 2.616 -2.810 -2.409
H 2.347 -1.516 -3.214
O -1.692 -4.296 3.472
H -1.335 -3.480 3.862
H -2.032 -4.029 2.606
O -0.502 5.454 1.928
H 0.296 5.310 2.460
H -0.825 6.321 2.205
```

Computed properties:
Multiplicity: 1
E_HOMO: -0.316 Eh
Relative energy (zero: lowest compared OMol25 entry of this formula, charge and spin): 0.0000 eV
Charge: 0

=====

Record 2
Here is a 25-piece molecular cluster, C25H100O25 overall at a distorted geometry from OMol25. Energies are from ωB97M-V with the def2-TZVPD basis set.

```
150
Properties=species:S:1:pos:R:3
C -3.872 0.734 1.720
O -4.035 1.831 0.749
H -4.159 1.093 2.745
H -4.443 -0.142 1.354
H -2.825 0.491 1.853
H -3.554 2.645 1.092
C 2.769 4.609 2.164
O 2.027 3.653 1.441
H 2.310 5.596 1.925
H 2.724 4.411 3.236
H 3.868 4.709 1.923
H 2.332 2.782 1.696
C -1.965 -4.099 -3.888
O -1.932 -4.981 -2.774
H -1.976 -4.708 -4.777
H -2.869 -3.502 -3.936
H -0.997 -3.492 -3.830
H -2.735 -4.788 -2.260
C -0.176 -0.193 7.708
O -0.446 0.451 6.469
H 0.862 -0.337 7.633
H -0.371 0.499 8.550
H -0.741 -1.149 7.787
H -1.345 0.791 6.407
C -1.900 2.195 -2.165
O -0.692 1.429 -2.351
H -2.208 2.770 -3.078
H -2.795 1.605 -1.981
H -1.853 2.877 -1.311
H -0.215 1.894 -3.126
C 1.563 -2.763 5.263
O 1.877 -1.431 4.941
H 2.002 -3.076 6.209
H 0.500 -2.818 5.229
H 1.906 -3.435 4.482
H 1.087 -1.061 4.489
C -6.754 -2.024 -2.960
O -5.423 -1.850 -2.757
H -6.878 -2.838 -3.648
H -7.325 -2.383 -2.104
H -7.182 -1.104 -3.263
H -5.263 -1.038 -2.336
C 4.295 4.726 -1.430
O 3.533 4.114 -2.453
H 3.950 5.774 -1.323
H 4.292 4.122 -0.478
H 5.390 4.765 -1.641
H 2.607 4.026 -2.141
C 4.480 -4.268 0.374
O 4.457 -3.264 -0.656
H 3.609 -4.301 1.028
H 4.556 -5.344 -0.069
H 5.332 -4.136 0.992
H 3.631 -3.475 -1.129
C 0.154 5.168 -1.645
O 0.717 3.945 -1.240
H -0.177 5.768 -0.797
H 0.867 5.766 -2.240
H -0.759 5.084 -2.258
H 1.077 3.974 -0.324
C 1.807 -5.748 -2.085
O 2.265 -4.393 -1.758
H 2.181 -6.325 -1.301
H 0.752 -5.804 -2.145
H 2.385 -5.966 -3.003
H 1.706 -3.736 -2.050
C -1.955 0.191 -6.839
O -1.658 1.546 -6.545
H -1.115 -0.413 -7.221
H -2.373 -0.248 -5.963
H -2.651 0.162 -7.697
H -2.485 2.010 -6.286
C -2.280 -1.866 4.068
O -1.198 -1.107 3.772
H -3.191 -1.494 3.590
H -2.062 -2.935 3.835
H -2.372 -1.858 5.124
H -0.799 -1.359 2.983
C -1.899 4.239 1.787
O -2.278 3.167 2.603
H -2.594 5.070 1.933
H -0.905 4.606 2.155
H -1.754 3.919 0.783
H -1.528 2.470 2.606
C -4.059 1.565 6.069
O -2.763 2.175 5.985
H -3.995 0.499 6.142
H -4.351 2.050 6.982
H -4.645 1.793 5.208
H -2.631 2.501 5.053
C 0.378 -1.153 -3.283
O 1.107 -2.424 -3.280
H -0.601 -1.198 -3.731
H 0.271 -0.989 -2.205
H 0.913 -0.300 -3.681
H 1.523 -2.680 -4.112
C -6.755 0.569 -0.243
O -5.613 0.511 -1.048
H -6.550 0.593 0.866
H -7.273 1.501 -0.376
H -7.379 -0.260 -0.496
H -4.912 1.119 -0.752
C 4.161 0.825 3.193
O 3.655 1.341 2.041
H 3.544 -0.020 3.651
H 5.181 0.406 3.027
H 4.270 1.585 4.005
H 3.591 0.558 1.453
C -3.082 -2.556 -0.871
O -3.880 -3.672 -1.228
H -3.320 -1.613 -1.423
H -3.125 -2.302 0.268
H -2.047 -2.726 -1.058
H -4.577 -3.287 -1.782
C 1.634 2.451 -5.224
O 0.405 2.455 -4.465
H 1.593 3.303 -5.944
H 2.429 2.647 -4.498
H 1.839 1.496 -5.769
H -0.334 2.166 -5.089
C 0.647 2.194 3.789
O -0.316 1.494 2.971
H 0.546 3.258 3.611
H 0.463 2.110 4.893
H 1.635 1.764 3.604
H -0.727 0.796 3.509
C 2.353 0.718 -0.860
O 1.103 0.814 -0.185
H 2.367 0.251 -1.847
H 2.907 1.663 -0.978
H 2.959 0.095 -0.182
H 0.404 1.092 -0.813
C 4.079 -3.939 -4.900
O 2.771 -3.529 -5.217
H 4.168 -5.009 -4.755
H 4.724 -3.692 -5.737
H 4.382 -3.434 -4.002
H 2.539 -3.908 -6.048
C 1.636 -2.015 1.468
O 0.569 -1.080 1.636
H 1.786 -2.308 0.395
H 2.550 -1.526 1.880
H 1.481 -2.997 2.053
H 0.651 -0.310 0.963
C 5.704 -0.059 0.286
O 4.773 -0.871 0.934
H 5.259 0.979 0.084
H 6.582 0.109 0.967
H 6.058 -0.453 -0.673
H 4.435 -1.559 0.328
```

Computed properties:
Multiplicity: 1
E_HOMO: -0.348 Eh
Relative energy (zero: lowest compared OMol25 entry of this formula, charge and spin): 0.6072 eV
Charge: 0

=====

Record 3
Here is C25H11Cl5N5PtS2 as an isolated structure at a distorted geometry from OMol25. Energies are from ωB97M-V with the def2-TZVPD basis set.

```
49
Properties=species:S:1:pos:R:3
Pt -0.769 -0.503 -0.468
C 2.232 -5.318 0.911
C 1.896 -5.441 -0.433
C 1.193 -4.457 -1.081
C 0.802 -3.283 -0.399
C 1.182 -3.157 0.947
C 1.878 -4.161 1.589
N 0.121 -2.323 -1.094
N 0.026 -2.457 -2.377
C -0.626 -1.568 -3.098
C -0.739 -1.688 -4.500
C -1.415 -0.727 -5.203
C -2.014 0.332 -4.510
C -1.873 0.404 -3.144
N -1.185 -0.494 -2.442
H 2.761 -6.105 1.426
H 2.196 -6.324 -0.977
H 0.930 -4.536 -2.126
H 0.950 -2.271 1.506
H 2.141 -4.039 2.630
H -0.290 -2.543 -4.976
H -1.499 -0.789 -6.274
H -2.571 1.095 -5.023
H -2.310 1.214 -2.582
S 2.089 -0.109 -0.612
C 1.809 1.202 0.485
C 2.158 1.255 1.824
C 1.793 2.384 2.552
C 2.090 2.449 3.935
N 2.331 2.475 5.054
C 1.109 3.459 1.929
C 0.783 3.411 0.580
C 1.119 2.271 -0.135
S 0.728 1.913 -1.775
C 0.724 4.586 2.697
N 0.376 5.491 3.305
H 2.693 0.444 2.297
H 0.273 4.236 0.107
Cl -2.800 2.992 -1.282
C -2.400 2.341 0.253
C -1.787 1.102 0.435
C -1.509 0.779 1.761
Cl -0.733 -0.757 1.880
C -1.713 1.569 2.876
Cl -1.171 1.079 4.428
C -2.321 2.810 2.661
Cl -2.622 3.865 3.972
C -2.664 3.176 1.356
Cl -3.372 4.717 1.113
```

Computed properties:
Multiplicity: 5
E_HOMO (spin up / spin down): -0.369 / -0.418 Eh
Relative energy (zero: lowest compared OMol25 entry of this formula, charge and spin): 1.3318 eV
Charge: +1
⟨S²⟩: 6.06

=====

Across the entries above, energy takes the values -65902.0484; -78724.2855; -121071.8014 eV, respectively.